Here is a molecular structure, C27H24BrN5OPdS from the OMol25 dataset. Energies are from the ωB97M-V functional and the def2-TZVPD basis.

Computed properties:
LUMO energy: -6.17 eV
HOMO-LUMO gap: 0.212 hartree
Energy: -4491.98803 a.u.
Charge: +2
Spin multiplicity: 1

Geometry as XYZ:
```
60
Properties=species:S:1:pos:R:3:nbo_charge:R:1
Pd -0.862 -1.804 -2.779 0.740
C 2.847 5.612 8.003 -0.260
O 1.958 6.007 6.961 -0.466
C 1.716 5.144 5.967 0.357
C 2.275 3.869 5.870 -0.325
C 1.952 3.061 4.795 -0.060
C 1.077 3.498 3.804 -0.203
C 0.521 4.778 3.914 -0.148
C 0.832 5.591 4.976 -0.250
C 0.771 2.613 2.692 0.441
N 1.240 1.387 2.533 -0.462
C 0.696 0.943 1.372 0.120
C -0.121 1.899 0.797 0.152
N -0.061 2.964 1.657 -0.525
C -0.809 1.692 -0.428 -0.065
C -1.625 2.628 -1.091 -0.103
C -2.208 2.293 -2.284 -0.227
C -2.011 1.014 -2.813 0.066
N -1.266 0.109 -2.200 -0.430
C -0.636 0.435 -1.036 0.133
C 0.233 -0.553 -0.467 0.216
N 0.391 -1.717 -1.160 -0.470
C 1.177 -2.657 -0.660 0.079
C 1.868 -2.498 0.544 -0.238
C 1.736 -1.328 1.247 -0.068
C 0.901 -0.320 0.738 -0.067
H 2.892 6.452 8.687 0.218
H 3.844 5.409 7.608 0.186
H 2.465 4.734 8.527 0.186
H 2.958 3.503 6.622 0.235
H 2.385 2.073 4.716 0.226
H -0.169 5.161 3.171 0.194
H 0.409 6.581 5.072 0.242
H -0.527 3.851 1.568 0.430
H -1.787 3.610 -0.667 0.239
H -2.822 2.997 -2.826 0.256
H -2.472 0.728 -3.746 0.225
H 1.283 -3.568 -1.231 0.214
H 2.500 -3.301 0.896 0.254
H 2.254 -1.159 2.182 0.264
Br 1.159 -8.001 -4.212 0.209
C 0.555 -6.285 -3.816 -0.036
C 1.243 -5.170 -4.282 -0.259
C 0.766 -3.917 -3.961 0.052
N -0.339 -3.734 -3.218 -0.481
C -1.001 -4.812 -2.777 0.045
C -0.590 -6.100 -3.049 -0.251
H 2.133 -5.270 -4.885 0.268
H 1.274 -3.026 -4.307 0.231
H -1.881 -4.632 -2.172 0.227
H -1.151 -6.940 -2.666 0.266
C -3.960 -2.313 -3.633 -0.746
S -2.468 -1.721 -4.452 0.410
C -2.228 -2.969 -5.724 -0.745
H -4.796 -2.203 -4.321 0.260
H -4.127 -1.686 -2.760 0.254
H -3.861 -3.354 -3.333 0.234
H -2.314 -3.974 -5.316 0.236
H -1.238 -2.819 -6.151 0.255
H -2.981 -2.807 -6.492 0.264
```

Here is a molecular structure, C42H53N7NiSSi3 from the OMol25 dataset. Energies are from the ωB97M-V functional and the def2-TZVPD basis.

Computed properties:
LUMO energy (alpha / beta): 4.14 / 4.14 eV
HOMO-LUMO gap (alpha / beta): 0.221 / 0.220 hartree
<S²>: 2.01
Energy: -4790.70800 a.u.
Charge: -2
Spin multiplicity: 3

Geometry as XYZ:
```
107
Properties=species:S:1:pos:R:3:mulliken_spin:R:1
Ni -0.331 0.668 -0.056 1.665
C -5.281 2.042 -0.719 0.005
Si -3.488 1.693 -1.274 0.008
C -2.689 3.397 -1.403 0.004
C -3.690 1.125 -3.065 -0.005
C -2.645 0.587 -0.068 0.107
Si -2.855 -1.253 -0.221 0.008
C -3.302 -2.180 1.388 0.004
C -1.304 -2.220 -0.752 0.034
C -4.230 -1.795 -1.408 0.004
Si -2.955 1.134 1.633 -0.006
C -2.833 2.982 2.008 0.001
C -4.674 0.715 2.377 0.004
C -1.654 0.219 2.689 0.011
C -1.834 -0.047 4.038 -0.001
C -0.872 -0.784 4.721 0.000
C 0.257 -1.199 4.054 0.002
C 0.420 -0.837 2.703 0.025
N -0.536 -0.170 2.033 -0.012
H -5.766 2.761 -1.392 0.000
H -5.300 2.463 0.295 -0.001
H -5.884 1.125 -0.707 0.002
H -3.085 3.944 -2.266 0.000
H -1.611 3.277 -1.540 0.001
H -2.851 4.004 -0.507 0.000
H -4.261 1.885 -3.613 0.000
H -4.220 0.174 -3.165 0.000
H -2.709 1.031 -3.538 0.006
H -2.426 -2.281 2.039 0.000
H -3.642 -3.190 1.131 0.000
H -4.093 -1.701 1.970 0.000
H -0.408 -1.655 -0.492 0.012
H -1.264 -2.395 -1.830 0.002
H -1.229 -3.183 -0.237 -0.001
H -5.181 -1.303 -1.170 -0.001
H -4.375 -2.880 -1.337 0.001
H -3.976 -1.560 -2.445 0.000
H -3.775 3.470 1.734 0.000
H -2.024 3.458 1.456 0.000
H -2.662 3.149 3.078 0.000
H -5.227 1.635 2.595 0.000
H -4.620 0.130 3.303 0.001
H -5.263 0.140 1.655 -0.001
H -2.734 0.291 4.538 0.000
H -1.014 -1.048 5.763 0.000
H 1.026 -1.789 4.536 0.000
H 1.544 -0.925 1.016 -0.014
N 2.364 1.318 -3.269 0.003
C 1.371 0.276 -2.993 -0.017
S -0.242 0.968 -2.497 0.087
N 1.366 -0.493 -4.256 0.004
C 0.623 -1.606 -4.628 -0.003
C 1.286 -2.636 -5.318 0.000
C 0.607 -3.748 -5.791 0.000
C -0.759 -3.881 -5.590 0.000
C -1.428 -2.864 -4.914 0.000
C -0.763 -1.742 -4.446 0.007
H 1.902 2.030 -3.822 0.000
H 2.634 1.751 -2.392 0.001
H 2.334 -0.577 -4.539 -0.004
H 2.357 -2.553 -5.477 0.000
H 1.157 -4.526 -6.310 0.000
H -1.291 -4.755 -5.946 0.000
H -2.498 -2.942 -4.750 0.000
H -1.295 -0.958 -3.924 0.001
N 2.805 7.052 2.336 -0.003
C 2.293 6.087 1.967 0.000
C 1.651 4.885 1.515 -0.007
C 1.533 4.593 0.153 0.006
C 0.910 3.426 -0.257 -0.072
C 0.362 2.485 0.631 0.190
C 0.504 2.821 1.990 -0.076
C 1.125 3.979 2.436 0.008
H 1.940 5.286 -0.575 0.001
H 0.843 3.230 -1.324 -0.001
H 0.106 2.158 2.752 -0.008
H 1.207 4.191 3.497 0.001
C 2.883 0.599 3.900 0.000
C 3.436 -0.741 3.492 -0.001
C 4.671 -1.152 3.988 0.000
C 5.267 -2.324 3.556 0.000
C 4.630 -3.104 2.601 0.000
C 3.389 -2.739 2.099 0.000
C 2.703 -3.571 1.050 0.000
C 2.779 -1.563 2.566 0.002
N 1.526 -1.220 2.002 -0.004
H 3.695 1.260 4.204 0.000
H 2.179 0.518 4.733 0.000
H 2.351 1.073 3.074 0.000
H 5.183 -0.515 4.701 0.000
H 6.235 -2.620 3.944 0.000
H 5.105 -4.008 2.236 0.000
H 3.171 -4.554 0.967 0.000
H 2.770 -3.080 0.076 0.000
H 1.643 -3.691 1.277 0.000
N 6.724 -1.445 -2.002 0.001
C 5.663 -1.054 -1.781 -0.002
C 4.336 -0.565 -1.506 0.001
C 3.275 -1.172 -2.078 0.003
C 1.883 -0.647 -1.837 -0.004
N 1.765 0.034 -0.543 0.022
C 2.854 0.658 -0.090 -0.001
C 4.141 0.495 -0.553 0.001
H 3.404 -2.048 -2.704 0.000
H 1.190 -1.491 -1.858 -0.005
H 2.690 1.303 0.773 0.002
H 4.976 1.004 -0.095 0.001
```

Here is 2 unconnected molecules or ions with the total composition CH2FNO3 from the OMol25 dataset. Energies are from the ωB97M-V functional and the def2-TZVPD basis.

Computed properties:
LUMO energy (alpha / beta): -1.92 / -1.92 eV
HOMO-LUMO gap (alpha / beta): 0.302 / 0.302 hartree
Energy: -419.24873 a.u.
Charge: 0
Spin multiplicity: 1

Geometry as XYZ:
```
8
Properties=species:S:1:pos:R:3:nbo_charge:R:1
C -0.074 0.036 0.193 0.015
N -1.417 0.443 0.561 0.435
O -0.423 0.582 1.474 -0.308
O -2.440 -0.200 0.619 -0.284
O -2.271 2.366 0.459 -0.190
F -3.566 1.953 0.416 -0.124
H 0.471 0.860 -0.314 0.235
H 0.070 -0.993 0.354 0.221
```

Here is a molecular structure, C26H22N5O2S2V from the OMol25 dataset. Energies are from the ωB97M-V functional and the def2-TZVPD basis.

Computed properties:
LUMO energy (alpha / beta): 2.76 / 2.27 eV
HOMO-LUMO gap (alpha / beta): 0.215 / 0.240 hartree
<S²>: 3.79
Energy: -3168.65168 a.u.
Charge: -1
Spin multiplicity: 4

Geometry as XYZ:
```
58
Properties=species:S:1:pos:R:3:mulliken_spin:R:1
V 0.594 -0.004 -0.341 2.210
C -4.313 -1.633 3.215 0.005
S -4.095 -0.425 1.837 0.002
C -2.409 -0.076 1.964 0.062
S -1.923 1.481 2.491 0.052
N -1.604 -1.086 1.677 -0.010
N -0.307 -0.927 1.296 0.189
C 0.478 -1.999 1.649 0.133
C 1.882 -2.007 1.386 0.140
C 2.794 -2.922 1.949 -0.002
C 4.150 -2.831 1.581 0.096
C 4.487 -1.887 0.617 0.073
C 3.529 -1.119 0.022 0.047
N 2.221 -1.143 0.339 0.104
H -3.614 -2.490 3.104 0.000
H -5.323 -2.011 3.280 0.000
H -4.092 -1.009 4.088 0.000
H 0.004 -2.998 1.999 0.020
H 2.416 -3.680 2.581 0.000
H 4.907 -3.502 2.035 0.009
H 5.463 -1.912 0.130 0.006
H 3.881 -0.399 -0.760 0.012
O 3.036 3.135 -1.538 0.010
C 2.388 2.267 -0.999 -0.013
O 1.801 1.268 -1.555 -0.015
C 2.326 2.293 0.471 0.030
C 3.253 3.101 1.111 -0.001
C 3.340 3.045 2.471 0.005
C 2.346 2.325 3.161 -0.008
C 1.402 1.655 2.377 0.016
N 1.333 1.656 1.083 -0.025
H 3.831 3.764 0.469 0.000
H 4.133 3.542 3.053 0.000
H 2.303 2.310 4.263 -0.001
H 0.604 1.059 2.894 0.001
N -0.878 1.577 -0.539 -0.023
C -2.132 1.371 -1.138 0.029
C -3.314 1.882 -0.576 -0.005
C -4.530 1.780 -1.262 0.010
C -4.506 1.265 -2.557 -0.006
C -3.322 0.879 -3.131 0.009
C -2.160 0.731 -2.385 -0.029
C -1.122 -0.240 -2.761 -0.004
C -1.110 -0.720 -4.030 -0.030
C -0.328 -1.846 -4.354 0.050
C 0.422 -2.529 -3.410 -0.021
C 0.433 -2.057 -2.088 -0.002
C -0.175 -0.824 -1.869 -0.167
H -0.240 2.303 -0.913 0.013
H -1.042 1.806 0.445 -0.002
H -3.301 2.384 0.382 -0.001
H -5.473 2.120 -0.752 0.000
H -5.405 1.021 -3.082 0.000
H -3.222 0.476 -4.118 0.001
H -1.618 -0.209 -4.876 -0.001
H -0.261 -2.096 -5.431 0.004
H 1.117 -3.385 -3.704 -0.002
H 0.947 -2.530 -1.251 0.029
```

Here is a molecular structure, C13H22BiClI2NOP from the OMol25 dataset. Energies are from the ωB97M-V functional and the def2-TZVPD basis.

Computed properties:
LUMO energy (alpha / beta): -8.91 / -8.91 eV
HOMO-LUMO gap (alpha / beta): 0.196 / 0.196 hartree
Energy: -2249.44481 a.u.
Charge: +2
Spin multiplicity: 1

Geometry as XYZ:
```
42
Properties=species:S:1:pos:R:3:nbo_charge:R:1
I 1.616 0.295 1.709 -0.113
I 3.888 -2.120 2.070 0.293
Bi 0.617 -0.971 -1.469 1.473
P 3.505 0.884 -1.063 0.830
C 4.603 1.252 0.376 -0.931
C 4.812 0.375 -2.267 -0.926
H 2.677 2.745 -2.412 0.240
H 4.367 2.994 -1.836 0.245
H 2.999 3.237 -0.692 0.244
C 3.360 2.658 -1.556 -0.929
H 4.355 0.256 -3.261 0.247
H 5.581 1.163 -2.289 0.249
H 5.470 1.816 0.010 0.251
H 4.918 0.320 0.861 0.232
H 5.243 -0.574 -1.915 0.242
H 4.061 1.863 1.106 0.244
C 2.631 -0.991 3.406 0.354
O 2.310 -0.860 4.549 -0.412
Cl -0.546 -0.015 -3.431 -0.456
C -3.069 0.871 1.274 -0.422
N -3.636 0.614 -0.090 -0.344
C -4.075 1.880 -0.747 -0.416
C -2.715 -0.206 -0.993 -0.262
C -2.348 -1.463 -0.286 0.012
C -3.394 -2.189 0.303 -0.262
C -3.108 -3.078 1.337 -0.153
C -1.778 -3.260 1.747 -0.188
C -0.731 -2.697 1.002 -0.210
C -1.021 -1.860 -0.079 -0.456
H -2.005 1.117 1.163 0.230
H -3.215 -0.034 1.873 0.249
H -3.632 1.716 1.690 0.246
H -4.472 0.020 0.008 0.438
H -3.192 2.506 -0.903 0.232
H -4.546 1.643 -1.708 0.244
H -4.788 2.382 -0.085 0.246
H -3.269 -0.435 -1.914 0.254
H -1.859 0.430 -1.236 0.223
H -4.411 -1.996 -0.059 0.218
H -3.943 -3.564 1.854 0.255
H -1.565 -3.864 2.636 0.254
H 0.307 -2.859 1.315 0.233
```